{
  "formula": "C26H35MoN3O6PS4",
  "method": "the ωB97M-V functional and the def2-TZVPD basis",
  "elements": ["Mo", "C", "C", "O", "P", "S", "S", "O", "C", "C", "H", "H", "H", "H", "H", "H", "H", "H", "H", "H", "C", "N", "C", "N", "S", "H", "H", "H", "H", "H", "H", "C", "C", "C", "C", "C", "C", "C", "S", "O", "O", "N", "C", "C", "C", "O", "O", "H", "H", "H", "H", "H", "H", "H", "H", "H", "H", "H", "H", "C", "C", "C", "C", "C", "C", "C", "C", "C", "C", "H", "H", "H", "H", "H", "H", "H"],
  "positions_angstrom": [[-0.142, -0.344, 0.865], [3.653, 4.836, -0.531], [2.339, 4.139, -0.788], [2.489, 2.713, -0.595], [1.891, 2.000, 0.690], [2.334, 0.081, 0.667], [-0.104, 2.197, 0.783], [2.631, 2.824, 1.839], [2.359, 2.580, 3.230], [3.048, 3.656, 4.031], [3.550, 5.905, -0.727], [4.428, 4.440, -1.187], [3.966, 4.700, 0.502], [2.013, 4.261, -1.820], [1.542, 4.515, -0.142], [2.732, 1.586, 3.482], [1.278, 2.586, 3.385], [4.120, 3.655, 3.835], [2.895, 3.482, 5.097], [2.652, 4.642, 3.784], [-3.458, -1.123, 4.580], [-2.034, -1.223, 4.318], [-1.319, -0.267, 3.759], [-1.843, 0.941, 3.561], [0.326, -0.558, 3.277], [-3.779, -2.016, 5.109], [-4.012, -1.048, 3.642], [-3.670, -0.262, 5.214], [-1.587, -2.126, 4.349], [-2.839, 1.085, 3.600], [-1.298, 1.568, 2.981], [-1.917, -1.302, -8.108], [-2.364, -1.962, -6.832], [-3.709, -1.982, -6.478], [-4.129, -2.564, -5.292], [-3.189, -3.141, -4.450], [-1.841, -3.138, -4.785], [-1.439, -2.549, -5.972], [-3.690, -3.845, -2.914], [-2.826, -4.952, -2.636], [-5.119, -3.971, -2.971], [-3.363, -2.731, -1.771], [-3.991, -1.414, -1.883], [-3.949, -0.715, -0.535], [-2.548, -0.499, -0.049], [-1.641, -0.154, -0.842], [-2.251, -0.679, 1.183], [-2.646, -1.445, -8.905], [-0.960, -1.697, -8.447], [-1.796, -0.227, -7.961], [-4.441, -1.542, -7.145], [-5.175, -2.591, -5.022], [-1.119, -3.602, -4.126], [-0.389, -2.550, -6.240], [-2.366, -2.716, -1.559], [-5.033, -1.569, -2.160], [-3.515, -0.801, -2.653], [-4.508, -1.273, 0.216], [-4.409, 0.273, -0.639], [-1.284, -5.919, 1.013], [-1.493, -4.775, 1.820], [-1.021, -3.561, 1.421], [-0.307, -3.391, 0.198], [0.171, -2.110, -0.242], [0.802, -2.056, -1.466], [1.030, -3.211, -2.245], [0.586, -4.432, -1.830], [-0.104, -4.545, -0.601], [-0.611, -5.798, -0.162], [-1.670, -6.881, 1.326], [-2.039, -4.871, 2.752], [-1.198, -2.690, 2.036], [1.161, -1.106, -1.848], [1.559, -3.118, -3.187], [0.736, -5.319, -2.432], [-0.462, -6.662, -0.798]],
  "total_charge": 0,
  "e_lumo_ev": [-0.009, 0.063],
  "gap_ev": [6.72, 6.53],
  "multiplicity": 2,
  "e_above_lowest_ev": 0.000
}

{
  "formula": "C26H35N8O2PS3Yb",
  "method": "the ωB97M-V functional and the def2-TZVPD basis",
  "elements": ["Yb", "C", "C", "N", "C", "C", "C", "C", "C", "C", "C", "N", "C", "C", "N", "N", "H", "H", "H", "H", "H", "H", "H", "H", "H", "H", "H", "H", "H", "H", "H", "H", "H", "H", "S", "C", "S", "S", "O", "C", "N", "C", "O", "C", "C", "C", "C", "C", "C", "H", "H", "H", "H", "C", "N", "C", "N", "C", "N", "C", "P", "C", "C", "H", "H", "H", "H", "H", "H", "H", "H", "H", "H", "H", "H", "H"],
  "positions_angstrom": [[0.659, -0.666, 1.409], [-0.230, -0.819, 4.741], [0.515, 0.521, 4.698], [0.512, 1.098, 3.345], [-0.625, 1.988, 3.102], [-1.831, 1.283, 2.517], [-3.062, 1.926, 2.469], [-4.136, 1.280, 1.878], [-3.944, 0.014, 1.349], [-2.678, -0.549, 1.417], [-2.374, -1.890, 0.797], [-1.223, -2.499, 1.463], [-1.561, -2.988, 2.810], [-0.300, -3.041, 3.678], [0.344, -1.724, 3.736], [-1.648, 0.071, 1.997], [-1.290, -0.653, 4.524], [-0.146, -1.230, 5.758], [1.554, 0.361, 4.998], [0.056, 1.215, 5.418], [1.374, 1.633, 3.233], [-0.328, 2.758, 2.378], [-0.931, 2.508, 4.022], [-3.170, 2.914, 2.888], [-5.099, 1.762, 1.819], [-4.751, -0.518, 0.871], [-2.120, -1.703, -0.254], [-3.270, -2.527, 0.823], [-0.883, -3.284, 0.904], [-2.030, -3.981, 2.784], [-2.276, -2.292, 3.256], [0.411, -3.744, 3.236], [-0.571, -3.406, 4.676], [1.327, -1.876, 3.991], [4.655, -1.930, -0.122], [3.308, -1.919, 0.827], [3.182, -1.127, 2.334], [1.855, -2.774, 0.310], [1.783, 1.232, 0.740], [0.850, 1.621, 0.015], [-0.239, 0.848, -0.202], [-1.198, 1.588, -0.864], [-2.296, 1.172, -1.190], [-0.626, 2.939, -1.138], [-1.143, 4.056, -1.758], [-0.298, 5.151, -1.922], [1.024, 5.113, -1.499], [1.539, 3.998, -0.843], [0.691, 2.925, -0.655], [-2.173, 4.079, -2.082], [-0.675, 6.045, -2.395], [1.663, 5.966, -1.672], [2.561, 3.969, -0.499], [0.706, -1.836, -4.999], [0.284, -0.464, -4.481], [1.540, 0.388, -4.313], [2.511, -0.267, -3.531], [2.860, -1.568, -4.073], [1.679, -2.411, -4.158], [1.197, -2.803, -2.849], [0.670, -1.369, -1.750], [-0.393, -0.622, -3.178], [2.188, -0.331, -2.122], [1.113, -1.693, -6.005], [-0.192, -2.463, -5.045], [-0.343, -0.014, -5.156], [1.238, 1.331, -3.840], [1.927, 0.588, -5.316], [3.599, -2.036, -3.422], [3.290, -1.448, -5.071], [1.988, -3.347, -2.329], [0.347, -3.481, -2.966], [-0.797, 0.341, -2.867], [-1.243, -1.300, -3.307], [3.043, -0.773, -1.592], [2.054, 0.688, -1.746]],
  "total_charge": 1,
  "e_lumo_ev": [-2.966, -2.966],
  "gap_ev": [6.07, 6.08],
  "multiplicity": 2,
  "e_above_lowest_ev": 0.979
}

{
  "formula": "C26H35N9Pd",
  "method": "the ωB97M-V functional and the def2-TZVPD basis",
  "elements": ["Pd", "C", "C", "C", "C", "N", "C", "N", "C", "N", "C", "N", "C", "C", "C", "C", "C", "N", "C", "C", "C", "C", "C", "C", "H", "H", "H", "H", "H", "H", "H", "H", "H", "H", "H", "H", "N", "C", "C", "N", "C", "C", "H", "H", "H", "H", "H", "H", "H", "H", "H", "H", "H", "C", "C", "C", "C", "N", "N", "H", "H", "H", "H", "H", "H", "H", "H", "H", "H", "H", "H"],
  "positions_angstrom": [[0.123, 0.637, 0.586], [3.470, 2.269, -1.577], [3.027, 2.497, -2.877], [1.693, 2.294, -3.175], [0.805, 1.878, -2.180], [1.254, 1.626, -0.928], [2.557, 1.831, -0.644], [-0.528, 1.799, -2.579], [-1.531, 1.710, -1.801], [-1.483, 1.457, -0.415], [-2.637, 1.834, 0.121], [-2.867, 2.034, 1.440], [-1.889, 2.339, 2.299], [-2.325, 2.994, 3.482], [-1.411, 3.568, 4.349], [-0.065, 3.445, 4.054], [0.320, 2.696, 2.930], [-0.535, 2.149, 2.081], [-3.612, 2.140, -0.906], [-4.937, 2.537, -0.833], [-5.581, 2.801, -2.041], [-4.906, 2.700, -3.252], [-3.554, 2.327, -3.318], [-2.929, 2.038, -2.130], [4.498, 2.438, -1.289], [3.713, 2.843, -3.640], [1.291, 2.480, -4.161], [2.862, 1.645, 0.379], [-3.394, 3.083, 3.627], [-1.746, 4.112, 5.223], [0.699, 3.897, 4.673], [1.375, 2.550, 2.724], [-5.450, 2.635, 0.114], [-6.620, 3.103, -2.039], [-5.434, 2.926, -4.169], [-3.037, 2.275, -4.267], [0.081, -2.949, 4.555], [1.217, -1.962, 4.463], [1.345, -1.414, 3.045], [0.085, -0.824, 2.532], [-0.983, -1.851, 2.597], [-1.202, -2.378, 4.009], [-0.054, -3.222, 5.534], [0.322, -3.814, 4.062], [2.131, -2.467, 4.773], [1.000, -1.174, 5.186], [1.649, -2.207, 2.359], [2.137, -0.665, 3.045], [-0.178, -0.070, 3.166], [-0.698, -2.668, 1.930], [-1.923, -1.443, 2.228], [-1.963, -3.158, 4.032], [-1.502, -1.585, 4.696], [2.356, -2.573, -4.277], [2.154, -3.260, -2.916], [3.385, -3.121, -2.030], [1.719, -4.708, -3.084], [0.993, -2.546, -2.280], [1.023, -1.267, -1.900], [3.125, -3.127, -4.814], [2.703, -1.543, -4.168], [1.450, -2.595, -4.884], [4.238, -3.541, -2.562], [3.269, -3.671, -1.097], [3.646, -2.081, -1.813], [2.465, -5.232, -3.679], [0.771, -4.786, -3.622], [1.637, -5.221, -2.125], [0.062, -2.902, -2.491], [0.350, -0.672, -2.389], [1.968, -0.893, -1.945]],
  "total_charge": 4,
  "e_lumo_ev": [-11.421, -13.822],
  "gap_ev": [7.43, 4.88],
  "multiplicity": 5,
  "e_above_lowest_ev": 1.949
}

{
  "formula": "C26H35NOPtSSe",
  "method": "the ωB97M-V functional and the def2-TZVPD basis",
  "elements": ["Pt", "C", "C", "C", "C", "C", "C", "H", "H", "H", "H", "H", "H", "C", "N", "C", "C", "C", "C", "C", "C", "C", "C", "H", "H", "H", "H", "H", "H", "H", "H", "H", "H", "H", "H", "C", "S", "C", "O", "H", "H", "H", "H", "H", "H", "C", "C", "C", "C", "C", "C", "Se", "C", "C", "C", "H", "H", "H", "H", "H", "H", "H", "H", "H", "H", "H"],
  "positions_angstrom": [[-0.181, -0.309, 0.412], [-2.865, 0.770, 2.301], [-3.138, -0.520, 1.876], [-2.804, -0.921, 0.582], [-2.251, -0.006, -0.331], [-1.954, 1.302, 0.131], [-2.230, 1.668, 1.445], [-3.124, 1.075, 3.306], [-3.615, -1.225, 2.542], [-3.025, -1.927, 0.252], [-2.186, -0.246, -1.384], [-1.593, 2.049, -0.566], [-2.002, 2.671, 1.781], [1.496, -2.170, 3.362], [0.451, -3.149, 3.331], [0.853, -4.502, 3.620], [-0.630, -2.965, 2.412], [-0.356, -3.220, 0.929], [-0.340, -4.549, 0.493], [-0.077, -4.900, -0.819], [0.162, -3.911, -1.760], [0.135, -2.578, -1.369], [-0.108, -2.253, -0.041], [1.989, -2.187, 4.336], [1.072, -1.173, 3.218], [2.272, -2.307, 2.591], [1.493, -4.506, 4.503], [1.409, -5.000, 2.810], [-0.025, -5.110, 3.848], [-1.042, -1.963, 2.551], [-1.416, -3.673, 2.701], [-0.553, -5.324, 1.221], [-0.080, -5.941, -1.112], [0.342, -4.166, -2.796], [0.269, -1.799, -2.110], [4.331, -1.186, 0.856], [3.133, -0.075, 0.132], [3.101, -0.726, -1.534], [1.843, -0.498, 0.812], [4.036, -2.211, 0.636], [4.320, -1.004, 1.928], [5.313, -0.953, 0.446], [4.060, -0.498, -2.001], [2.303, -0.213, -2.067], [2.918, -1.799, -1.507], [4.444, 8.274, 0.927], [3.823, 6.952, 0.698], [4.241, 6.143, -0.381], [3.663, 4.937, -0.633], [4.167, 4.085, -1.749], [2.560, 4.491, 0.239], [1.615, 3.052, -0.183], [2.192, 5.307, 1.410], [1.139, 4.881, 2.382], [2.812, 6.506, 1.579], [5.257, 8.487, 0.241], [4.798, 8.344, 1.960], [3.674, 9.046, 0.828], [5.039, 6.503, -1.017], [4.737, 4.683, -2.456], [3.369, 3.569, -2.274], [4.836, 3.321, -1.342], [0.912, 3.821, 2.333], [0.220, 5.439, 2.187], [1.457, 5.131, 3.393], [2.541, 7.139, 2.415]],
  "total_charge": 2,
  "e_lumo_ev": [-9.172, -9.169],
  "gap_ev": [3.03, 3.03],
  "e_above_lowest_ev": 0.452
}

{
  "formula": "C26H36As3Cl3IMoO4",
  "method": "the ωB97M-V functional and the def2-TZVPD basis",
  "elements": ["Mo", "Cl", "C", "C", "C", "C", "O", "C", "C", "O", "C", "H", "H", "H", "H", "C", "As", "C", "C", "C", "C", "C", "As", "C", "C", "C", "As", "C", "C", "H", "H", "H", "H", "H", "H", "H", "H", "H", "H", "H", "H", "H", "H", "H", "H", "H", "H", "H", "H", "H", "H", "H", "H", "H", "H", "H", "Cl", "C", "C", "C", "Cl", "C", "O", "C", "C", "O", "C", "H", "H", "H", "I", "C", "H", "H"],
  "positions_angstrom": [[0.533, -0.047, 0.420], [2.252, 1.933, 7.372], [1.746, 1.235, 5.877], [1.246, -0.075, 5.862], [0.820, -0.658, 4.693], [0.890, 0.041, 3.479], [0.447, -0.540, 2.382], [1.406, 1.356, 3.498], [1.484, 2.144, 2.314], [1.175, 1.776, 1.168], [1.823, 1.944, 4.711], [1.196, -0.624, 6.794], [0.425, -1.665, 4.686], [1.844, 3.174, 2.410], [2.204, 2.958, 4.708], [-3.451, 0.720, -0.459], [-2.134, 0.197, 0.870], [-2.368, 1.577, 2.211], [-2.979, -1.299, 1.801], [-2.877, -2.693, 1.166], [-3.299, -2.638, -0.305], [-1.469, -3.279, 1.296], [0.007, -2.630, 0.192], [1.396, -3.738, 0.962], [-0.243, -3.414, -1.565], [-3.869, -3.635, 1.885], [-3.747, -4.303, 3.761], [-2.722, -2.944, 4.750], [-2.290, -5.614, 3.588], [-3.316, 0.168, -1.386], [-3.326, 1.782, -0.647], [-4.448, 0.528, -0.065], [-3.417, 1.635, 2.500], [-2.047, 2.523, 1.780], [-1.769, 1.338, 3.090], [-4.033, -1.028, 1.907], [-2.549, -1.299, 2.801], [-2.650, -1.983, -0.893], [-4.320, -2.265, -0.401], [-3.264, -3.631, -0.759], [-1.501, -4.350, 1.082], [-1.106, -3.172, 2.319], [1.053, -4.772, 0.971], [1.584, -3.410, 1.982], [2.306, -3.662, 0.372], [-0.725, -4.385, -1.461], [0.738, -3.533, -2.019], [-0.850, -2.767, -2.193], [-3.937, -4.569, 1.316], [-4.863, -3.184, 1.820], [-3.299, -2.026, 4.853], [-1.750, -2.720, 4.310], [-2.563, -3.353, 5.748], [-2.517, -6.304, 2.774], [-2.250, -6.192, 4.511], [-1.315, -5.160, 3.419], [-0.752, 4.997, -5.678], [-0.776, 4.212, -4.139], [-1.463, 4.875, -3.071], [-1.530, 4.323, -1.841], [-2.364, 5.106, -0.552], [-0.924, 3.031, -1.535], [-1.015, 2.532, -0.408], [-0.224, 2.399, -2.649], [0.425, 1.199, -2.494], [0.448, 0.484, -1.420], [-0.178, 3.024, -3.941], [-1.932, 5.830, -3.269], [0.971, 0.764, -3.331], [0.341, 2.524, -4.749], [3.255, -1.497, -1.515], [2.600, -0.673, 0.354], [3.227, 0.206, 0.502], [2.862, -1.415, 1.106]],
  "total_charge": 1,
  "e_lumo_ev": [-4.394, -4.238],
  "gap_ev": [6.08, 6.34],
  "multiplicity": 3,
  "e_above_lowest_ev": 0.206
}

{
  "formula": "C26H36BF3N4O8",
  "method": "the ωB97M-V functional and the def2-TZVPD basis",
  "elements": ["C", "C", "N", "C", "N", "C", "B", "O", "O", "N", "C", "C", "O", "O", "C", "C", "C", "C", "C", "O", "O", "C", "C", "C", "C", "N", "C", "C", "C", "F", "F", "F", "H", "H", "H", "H", "H", "H", "H", "H", "H", "H", "H", "H", "H", "H", "H", "H", "H", "H", "H", "H", "C", "C", "C", "O", "C", "H", "H", "H", "H", "H", "H", "H", "H", "C", "C", "C", "O", "C", "H", "H", "H", "H", "H", "H", "H", "H"],
  "positions_angstrom": [[-1.141, -3.647, 5.064], [-1.013, -2.433, 4.326], [-0.856, -1.243, 3.431], [-2.220, -1.031, 2.857], [-3.075, -0.080, 3.401], [-2.751, 0.801, 4.587], [-3.309, 2.374, 4.413], [-3.731, 2.968, 3.128], [-3.317, 3.202, 5.651], [-2.619, -1.832, 1.639], [-1.405, -2.552, 1.015], [-1.935, -3.254, -0.333], [-1.406, -4.362, -0.917], [-3.149, -2.710, -1.010], [-0.081, -1.535, 0.888], [1.105, -2.099, -0.070], [2.105, -1.048, -0.800], [2.623, 0.262, -0.028], [2.484, 1.693, -0.884], [2.401, 1.772, -2.213], [2.514, 2.929, -0.034], [-0.686, -0.201, 0.068], [-1.072, -0.274, -1.563], [-1.637, 1.138, -2.154], [-1.805, 2.514, -1.309], [-1.470, 2.533, 0.138], [-0.975, 1.261, 0.729], [0.285, -1.251, 2.462], [1.601, -2.074, 3.064], [1.532, -3.542, 2.892], [1.932, -1.653, 4.483], [2.899, -1.669, 2.398], [-1.552, -4.481, 5.812], [-4.016, 0.009, 2.921], [-1.577, 0.928, 4.758], [-3.167, 0.308, 5.563], [-3.251, 3.870, 3.085], [-2.356, 3.129, 5.982], [-3.294, -2.608, 1.907], [-1.019, -3.426, 1.732], [1.819, -2.911, 0.441], [0.654, -2.717, -0.992], [1.656, -0.701, -1.850], [3.072, -1.681, -1.109], [3.799, 0.146, 0.145], [2.174, 0.494, 1.024], [1.589, 3.158, 0.277], [-0.950, -1.278, -2.195], [-1.950, 1.156, -3.298], [-2.220, 3.486, -1.846], [-0.766, 1.343, 1.903], [0.697, -0.127, 2.479], [1.974, 7.309, -1.794], [2.528, 7.319, -0.393], [1.634, 6.319, 0.308], [1.231, 5.358, -0.677], [1.592, 5.856, -1.973], [2.682, 7.659, -2.549], [1.079, 7.940, -1.844], [3.562, 6.955, -0.400], [2.516, 8.305, 0.078], [0.729, 6.799, 0.696], [2.140, 5.811, 1.134], [2.440, 5.264, -2.334], [0.755, 5.724, -2.665], [-0.363, -6.144, -4.337], [0.014, -5.423, -5.606], [0.664, -4.165, -5.074], [1.266, -4.507, -3.817], [0.794, -5.803, -3.424], [-0.500, -7.220, -4.468], [-1.293, -5.726, -3.935], [0.747, -6.015, -6.165], [-0.835, -5.218, -6.264], [-0.078, -3.382, -4.886], [1.426, -3.768, -5.751], [1.620, -6.511, -3.549], [0.505, -5.785, -2.369]],
  "total_charge": 0,
  "e_lumo_ev": -2.071,
  "gap_ev": 5.42
}

| no. | total energy (eV) |
| --- | --- |
| 1 | -98775.188 |
| 2 | -116869.228 |
| 3 | -44379.311 |
| 4 | -110477.506 |
| 5 | -265769.641 |
| 6 | -58695.215 |